(1)
Here is C7H10 as an isolated structure from the Open Molecules 2025 dataset. Energies are from wB97M-V/def2-TZVPD.

CARTESIAN COORDINATES (ANGSTROEM)
1 C 1.820249 0.519168 0.508612
2 C 0.941296 -0.727342 0.364894
3 C -0.308381 0.076544 -0.939654
4 C -1.410434 -0.900737 -1.065460
5 C -0.845703 -1.164889 0.295646
6 C -0.725747 1.350309 -0.439070
7 C -1.033760 2.487201 -0.156815
8 H 2.078228 0.945805 -0.462442
9 H 2.741889 0.235412 1.033439
10 H 1.331030 1.295074 1.101576
11 H 1.401660 -1.435159 -0.324191
12 H 0.967171 -1.183428 1.366936
13 H -2.425725 -0.507293 -1.065237
14 H -1.261423 -1.698232 -1.794263
15 H -0.604201 -2.208943 0.467162
16 H -1.392614 -0.713841 1.118738
17 H -1.276869 3.500044 0.076120

Atomic forces in eV per Å
0.0 0.1 0.0
0.5 -0.1 0.2
-0.1 0.4 -0.2
0.0 0.0 -0.1
-0.4 -0.3 0.2
0.0 0.2 0.0
0.1 -0.3 0.0
-0.1 -0.1 0.1
-0.2 0.0 -0.1
0.0 -0.1 -0.1
-0.1 0.1 0.1
-0.1 0.1 -0.1
0.2 0.0 0.1
0.0 0.1 0.1
0.1 0.2 -0.1
0.2 0.1 -0.1
0.0 -0.2 0.0

## Properties
LUMO level, eV: 0.705
Charge: 0

=====

(2)
Here is one molecule with the formula C7H10 from the Open Molecules 2025 dataset. Energies are from wB97M-V/def2-TZVPD.

CARTESIAN COORDINATES (ANGSTROEM)
1 C 1.628886 -1.167374 -0.321194
2 C 0.416301 -0.305336 0.049052
3 C 0.121604 1.024821 1.363149
4 C -0.678735 1.564772 0.232920
5 C -1.456106 0.430373 -0.455613
6 C -0.969832 -0.899645 0.113005
7 C -0.060385 0.809453 -0.885821
8 H 1.807318 -1.998734 0.368846
9 H 1.423932 -1.618452 -1.310613
10 H 2.567939 -0.609443 -0.437732
11 H -0.446806 0.719002 2.247086
12 H 1.119278 0.614086 1.209123
13 H -1.076912 2.574862 0.123606
14 H -2.381913 0.602005 -0.985072
15 H -1.304156 -1.230227 1.103575
16 H -1.067605 -1.710116 -0.611043
17 H 0.357195 1.199952 -1.803276

Atomic forces in eV per Å
-0.2 0.2 0.4
-0.4 -0.3 -0.2
0.1 -1.8 -0.8
0.2 0.1 -0.1
-0.5 0.0 -0.2
-0.4 -0.2 -0.1
0.1 0.0 -0.4
-0.1 0.2 0.0
-0.1 0.2 0.4
-0.3 0.1 0.2
0.6 -0.2 -0.1
1.2 2.1 1.1
0.2 -0.3 0.2
0.0 0.1 0.1
-0.1 0.0 -0.3
-0.2 0.0 -0.1
-0.1 -0.2 0.0

## Properties
LUMO level, eV: 1.035
SMILES: C[C@]12C[C@@H]3[C@H](C1)[C@@H]32
Charge: 0

=====

(3)
Here is one molecule with the formula C7H10 from the Open Molecules 2025 dataset. Energies are from wB97M-V/def2-TZVPD.

CARTESIAN COORDINATES (ANGSTROEM)
1 C 2.011857 0.150439 1.874055
2 C 1.907599 0.149041 0.672888
3 C 1.436633 -0.008827 -0.716554
4 C 0.184416 -0.860918 -0.511988
5 C -1.211956 -0.934085 -1.083027
6 C -0.968759 -0.289043 0.254802
7 C -1.190521 1.212112 0.264462
8 H 2.087715 0.155422 2.938670
9 H 1.256080 0.973000 -1.166164
10 H 2.188070 -0.512481 -1.335753
11 H 0.490911 -1.842080 -0.156281
12 H -1.621783 -1.940426 -1.127361
13 H -1.596708 -0.271487 -1.854180
14 H -1.200741 -0.792494 1.189737
15 H -2.259186 1.430828 0.155746
16 H -0.828566 1.685594 1.181408
17 H -0.685069 1.695404 -0.580452

Atomic forces in eV per Å
0.1 0.1 -0.5
0.1 0.1 0.5
0.0 0.0 0.0
0.1 -0.1 0.2
-0.1 0.0 -0.2
-0.1 0.0 0.1
0.0 0.0 0.0
0.1 0.0 -0.2
-0.1 -0.2 0.1
-0.2 0.1 0.1
-0.1 0.1 0.1
0.0 0.2 0.0
0.3 -0.1 0.0
-0.3 0.0 -0.3
0.1 0.0 0.1
0.0 -0.1 -0.1
-0.1 -0.1 0.1

## Properties
LUMO level, eV: 1.104
SMILES: C#CC[C@@H]1C[C@@H]1C
Charge: 0

=====

Molecular weight (computed, g/mol): 94.16 94.16 94.16
Max |F| (computed, eV/A): 0.509 2.623 0.526